Molecular formula: C50H42BrIN2OP2Pt
Method: DFT, wB97M-V/def2-TZVPD

- total charge = +2
- expectation value of S² = 2.007
- LUMO level (alpha / beta) (hartree) = -0.1694 / -0.2711
- HOMO-LUMO gap (alpha / beta) (eV) = 8.372 / 5.611
- multiplicity = 3

Last column: Mulliken charge in e.
Geometry (Å):
Pt1 0.105 -0.681 0.134  1.79
C1 2.821 -5.406 4.722  -1.96
C2 2.891 -4.035 4.044  1.60
C3 4.118 -3.247 4.561  -1.68
C4 1.658 -3.195 4.368  0.60
C5 1.133 -3.103 5.651  -0.27
C6 0.109 -2.218 5.959  -1.49
C7 -0.425 -1.399 4.981  0.00
C8 0.051 -1.491 3.677  0.29
P1 -0.685 -0.473 2.357  0.47
C9 -2.453 -0.853 2.392  0.42
C10 -3.327 0.023 1.744  -0.65
C11 -4.681 -0.257 1.702  -0.83
C12 -5.172 -1.412 2.299  -0.61
C13 -4.304 -2.293 2.927  -0.81
C14 -2.944 -2.021 2.970  -0.55
C15 -0.533 1.226 2.963  0.80
C16 0.600 1.962 2.620  -0.62
C17 0.794 3.226 3.151  -1.02
C18 -0.143 3.757 4.026  -0.61
C19 -1.279 3.032 4.360  -0.87
C20 -1.483 1.769 3.828  -0.38
C21 1.087 -2.380 3.398  -0.58
O1 1.505 -2.379 2.104  0.43
C22 2.395 -3.310 1.674  -0.63
C23 2.613 -3.314 0.298  0.21
C24 3.541 -4.197 -0.245  -0.14
C25 4.195 -5.085 0.590  -1.49
C26 3.949 -5.072 1.957  -0.22
C27 3.057 -4.176 2.534  0.78
P2 1.698 -2.176 -0.777  0.81
C28 0.793 -3.203 -1.953  0.41
C29 0.569 -4.557 -1.718  -0.79
C30 -0.226 -5.286 -2.591  -0.76
C31 -0.803 -4.662 -3.687  -0.72
C32 -0.591 -3.308 -3.919  -0.76
C33 0.200 -2.576 -3.053  -0.56
C34 2.984 -1.306 -1.703  0.53
C35 3.361 -1.678 -2.992  -0.23
C36 4.393 -1.002 -3.625  -0.83
C37 5.044 0.040 -2.980  -0.59
C38 4.674 0.410 -1.692  -0.75
C39 3.645 -0.261 -1.055  -0.74
H1 2.747 -5.303 5.803  0.46
H2 3.723 -5.983 4.527  0.46
H3 1.960 -5.973 4.367  0.41
H4 4.046 -3.097 5.639  0.44
H5 4.170 -2.269 4.080  0.40
H6 5.039 -3.789 4.342  0.43
H7 1.541 -3.715 6.443  0.42
H8 -0.263 -2.162 6.973  0.44
H9 -1.209 -0.696 5.230  0.49
H10 -2.942 0.931 1.291  0.60
H11 -5.358 0.429 1.208  0.47
H12 -6.234 -1.618 2.283  0.45
H13 -4.686 -3.193 3.391  0.48
H14 -2.274 -2.708 3.470  0.42
H15 1.336 1.533 1.947  0.57
H16 1.674 3.797 2.886  0.47
H17 0.009 4.742 4.448  0.42
H18 -2.011 3.450 5.038  0.46
H19 -2.383 1.220 4.071  0.45
H20 3.742 -4.183 -1.309  0.58
H21 4.910 -5.787 0.181  0.43
H22 4.490 -5.766 2.586  0.40
H23 1.025 -5.039 -0.863  0.42
H24 -0.394 -6.340 -2.414  0.48
H25 -1.418 -5.231 -4.373  0.44
H26 -1.043 -2.831 -4.779  0.50
H27 0.376 -1.518 -3.223  0.53
H28 2.851 -2.493 -3.491  0.48
H29 4.691 -1.298 -4.622  0.48
H30 5.849 0.563 -3.479  0.44
H31 5.188 1.218 -1.189  0.46
H32 3.353 0.011 -0.046  0.38
N1 -5.197 -3.464 -1.962  -0.46
C40 -4.056 -2.925 -1.496  0.69
C41 -3.638 -1.640 -1.893  -0.83
C42 -2.469 -1.131 -1.394  -0.08
N2 -1.689 -1.804 -0.534  0.86
C43 -2.072 -3.026 -0.147  -0.29
C44 -3.226 -3.615 -0.592  -1.17
H33 -5.774 -2.961 -2.611  0.21
H34 -5.497 -4.376 -1.668  0.21
H35 -4.231 -1.054 -2.583  0.50
H36 -2.139 -0.141 -1.684  -0.48
H37 -1.416 -3.539 0.546  0.38
H38 -3.491 -4.609 -0.257  0.45
Br1 -2.619 2.460 -2.523  -0.12
C45 -1.161 2.185 -3.706  0.26
C46 -1.382 2.301 -5.070  -0.45
C47 -0.349 2.051 -5.960  -0.63
C48 0.902 1.679 -5.494  -0.70
C49 1.139 1.583 -4.133  -0.23
C50 0.108 1.846 -3.244  0.21
I1 0.548 1.812 -1.174  0.27
H39 -2.359 2.594 -5.428  0.43
H40 -0.528 2.147 -7.022  0.42
H41 1.703 1.472 -6.192  0.44
H42 2.120 1.314 -3.760  0.39


Molecular formula: C50H42F6N2S
Method: DFT, wB97M-V/def2-TZVPD

- LUMO level (hartree) = -0.0135
- HOMO-LUMO gap (eV) = 8.324
- multiplicity = 1

Last column: Mulliken charge in e.
Geometry (Å):
C1 -3.445 1.892 0.902  -0.01
C2 -3.776 2.218 2.207  -1.02
C3 -3.314 1.407 3.234  -0.24
C4 -2.559 0.267 2.982  0.19
C5 -2.086 -0.586 4.128  -1.19
C6 -0.633 -0.248 4.616  -1.35
C7 0.188 0.389 3.526  0.58
C8 0.936 -0.449 2.649  -0.42
C9 1.638 0.085 1.612  -0.64
C10 1.611 1.483 1.430  0.93
N1 2.206 2.174 0.444  -0.70
S1 1.855 3.711 0.661  0.13
N2 0.954 3.637 2.003  -0.76
C11 0.893 2.343 2.305  0.54
C12 0.179 1.743 3.381  -0.65
C13 -2.282 -0.044 1.657  0.32
C14 -2.700 0.760 0.611  -1.46
H1 -3.776 2.531 0.098  0.61
H2 -4.379 3.088 2.412  0.48
H3 -3.557 1.662 4.259  0.38
H4 -2.167 -1.630 3.829  0.34
H5 -2.761 -0.425 4.965  0.44
H6 -0.699 0.383 5.496  0.40
H7 -0.171 -1.196 4.885  0.37
H8 0.938 -1.518 2.796  0.44
H9 2.184 -0.552 0.934  0.69
H10 -0.371 2.380 4.059  0.35
H11 -1.718 -0.944 1.445  0.61
H12 -2.457 0.518 -0.411  0.55
F1 2.699 -3.078 0.597  -0.18
C15 3.574 -3.287 -0.413  0.49
C16 3.548 -4.481 -1.102  -0.59
C17 4.451 -4.664 -2.140  -0.35
C18 5.361 -3.664 -2.464  -1.05
C19 5.365 -2.470 -1.756  -0.26
C20 4.462 -2.281 -0.721  -0.53
H13 2.833 -5.248 -0.830  0.51
H14 4.442 -5.590 -2.700  0.44
H15 6.061 -3.816 -3.275  0.59
H16 6.069 -1.690 -2.006  0.45
H17 4.436 -1.358 -0.155  0.55
F2 8.532 -2.244 -1.071  -0.27
C21 9.074 -3.456 -0.830  0.28
C22 10.380 -3.520 -0.388  -0.50
C23 10.942 -4.763 -0.136  -0.40
C24 10.199 -5.917 -0.336  -0.54
C25 8.888 -5.829 -0.785  -0.50
C26 8.311 -4.590 -1.032  0.21
H18 10.944 -2.608 -0.246  0.42
H19 11.963 -4.829 0.217  0.36
H20 10.641 -6.886 -0.142  0.38
H21 8.309 -6.729 -0.944  0.36
H22 7.284 -4.511 -1.376  0.19
F3 2.490 -1.531 -4.626  -0.31
C27 1.638 -0.625 -4.104  0.27
C28 1.877 -0.129 -2.838  -0.65
C29 1.001 0.801 -2.302  0.11
C30 -0.100 1.226 -3.036  -0.89
C31 -0.323 0.715 -4.308  -0.42
C32 0.551 -0.217 -4.851  -0.57
H23 2.735 -0.470 -2.272  0.58
H24 1.187 1.191 -1.313  0.45
H25 -0.785 1.951 -2.615  0.59
H26 -1.183 1.040 -4.879  0.39
H27 0.398 -0.622 -5.842  0.43
F4 -3.556 3.124 -2.154  -0.18
C33 -4.623 3.800 -2.631  0.58
C34 -4.446 4.672 -3.685  -0.56
C35 -5.547 5.364 -4.170  -0.38
C36 -6.796 5.182 -3.594  -0.64
C37 -6.950 4.301 -2.532  -0.41
C38 -5.857 3.598 -2.046  -0.48
H28 -3.462 4.805 -4.114  0.44
H29 -5.427 6.048 -5.000  0.37
H30 -7.650 5.728 -3.971  0.39
H31 -7.922 4.163 -2.079  0.39
H32 -5.955 2.901 -1.224  0.50
F5 -7.924 6.730 -0.541  -0.34
C39 -6.968 6.859 0.400  0.44
C40 -6.219 8.017 0.442  -0.53
C41 -5.238 8.147 1.415  -0.29
C42 -5.014 7.120 2.322  -0.68
C43 -5.776 5.962 2.258  -0.30
C44 -6.764 5.827 1.294  -0.36
H33 -6.405 8.803 -0.278  0.42
H34 -4.648 9.052 1.464  0.37
H35 -4.245 7.223 3.076  0.39
H36 -5.600 5.159 2.962  0.44
H37 -7.372 4.934 1.233  0.45
F6 -1.903 -3.337 0.766  -0.16
C45 -1.310 -4.522 1.011  0.17
C46 0.007 -4.539 1.420  -0.03
C47 0.615 -5.760 1.677  -0.49
C48 -0.097 -6.941 1.512  -0.64
C49 -1.420 -6.901 1.094  -0.40
C50 -2.038 -5.684 0.845  -0.55
H38 0.546 -3.610 1.534  0.44
H39 1.645 -5.786 2.005  0.46
H40 0.381 -7.891 1.709  0.38
H41 -1.975 -7.820 0.962  0.37
H42 -3.071 -5.630 0.526  0.43


Molecular formula: C50H42LuN6O6P2
Method: DFT, wB97M-V/def2-TZVPD

- ΔE to the lowest compared entry with this formula, charge and spin (kJ/mol) = 0.00
- total charge = +1
- LUMO level (hartree) = -0.1237
- HOMO-LUMO gap (eV) = 6.776
- multiplicity = 1

Last column: Mulliken charge in e.
Geometry (Å):
Lu1 0.130 -0.167 0.033  1.69
O1 -3.892 -1.352 3.097  -0.67
C1 -2.992 -0.818 3.927  0.42
C2 -3.079 -1.172 5.277  -0.55
C3 -2.183 -0.674 6.197  -0.60
C4 -1.187 0.219 5.806  -0.57
C5 -1.073 0.563 4.479  -0.23
C6 -1.945 0.035 3.517  0.19
C7 -1.656 0.294 2.106  0.39
O2 -0.539 0.808 1.754  -0.84
N1 -2.570 -0.109 1.211  -1.43
N2 -2.109 0.050 -0.050  0.29
C8 -2.781 -0.289 -1.092  -0.68
C9 -2.127 -0.040 -2.365  1.03
C10 -2.709 -0.407 -3.577  -1.00
C11 -2.054 -0.091 -4.754  -0.55
C12 -0.866 0.619 -4.686  -0.96
C13 -0.356 0.944 -3.439  -0.14
N3 -0.935 0.598 -2.295  -0.06
H1 -3.764 -0.990 2.194  0.47
H2 -3.887 -1.825 5.570  0.51
H3 -2.271 -0.971 7.232  0.44
H4 -0.524 0.652 6.539  0.50
H5 -0.307 1.247 4.143  0.58
H6 -3.773 -0.728 -1.050  0.36
H7 -3.653 -0.927 -3.587  0.46
H8 -2.465 -0.380 -5.708  0.46
H9 -0.345 0.916 -5.580  0.50
H10 0.552 1.530 -3.358  0.84
O3 -2.938 -5.069 -0.314  -0.56
C14 -2.594 -5.093 0.959  0.40
O4 -2.913 -5.973 1.711  -0.59
C15 -1.760 -3.952 1.463  0.19
C16 -1.474 -3.718 2.801  -1.03
N4 -0.675 -2.644 2.858  -0.19
N5 -0.408 -2.152 1.646  0.80
C17 -1.058 -2.937 0.777  0.17
C18 -0.893 -2.618 -0.682  0.37
O5 -1.697 -3.041 -1.507  -0.89
O6 0.126 -1.901 -0.942  0.44
H11 -2.566 -4.312 -0.842  0.41
H12 -1.816 -4.243 3.670  0.58
H13 -0.312 -2.177 3.679  -0.02
C19 3.920 -0.761 -1.052  -2.23
N6 4.622 0.000 -0.066  1.35
C20 3.939 0.566 1.059  -2.03
P1 2.429 -0.367 1.702  1.48
C21 3.144 -2.010 2.062  0.56
C22 4.202 -2.216 2.944  -0.62
C23 4.634 -3.506 3.203  -0.95
C24 4.052 -4.588 2.559  -0.77
C25 3.044 -4.381 1.631  -1.09
C26 2.586 -3.099 1.393  -0.29
C27 2.379 0.493 3.312  1.01
C28 2.429 -0.150 4.544  -0.57
C29 2.416 0.597 5.710  -1.04
C30 2.346 1.979 5.659  -0.66
C31 2.237 2.622 4.436  -0.65
C32 2.243 1.882 3.269  -0.69
C33 6.020 -0.072 -0.023  0.22
C34 6.702 -1.224 -0.407  -0.20
C35 8.083 -1.261 -0.354  -0.88
C36 8.799 -0.159 0.078  -0.53
C37 8.126 0.994 0.448  -0.87
C38 6.747 1.042 0.397  -0.16
P2 2.350 0.071 -1.656  0.58
C39 2.915 1.784 -1.881  0.66
C40 2.117 2.770 -1.302  -0.10
C41 2.462 4.102 -1.422  -0.88
C42 3.598 4.453 -2.136  -0.80
C43 4.400 3.475 -2.704  -0.91
C44 4.070 2.138 -2.567  -0.95
C45 2.309 -0.695 -3.311  1.40
C46 2.493 -0.016 -4.510  -0.53
C47 2.358 -0.696 -5.710  -0.75
C48 2.041 -2.045 -5.724  -0.67
C49 1.876 -2.726 -4.529  -0.83
C50 2.012 -2.056 -3.330  -0.82
H14 3.622 -1.768 -0.710  0.54
H15 4.575 -0.880 -1.925  1.26
H16 3.577 1.584 0.835  0.28
H17 4.647 0.638 1.894  1.04
H18 4.680 -1.380 3.434  0.58
H19 5.426 -3.671 3.917  0.49
H20 4.390 -5.591 2.769  0.45
H21 2.611 -5.217 1.100  0.55
H22 1.789 -2.922 0.678  0.39
H23 2.486 -1.230 4.594  0.52
H24 2.467 0.094 6.664  0.46
H25 2.361 2.556 6.570  0.43
H26 2.147 3.696 4.390  0.46
H27 2.125 2.379 2.315  0.31
H28 6.157 -2.101 -0.724  0.43
H29 8.598 -2.165 -0.640  0.42
H30 9.875 -0.195 0.124  0.42
H31 8.677 1.863 0.770  0.42
H32 6.230 1.951 0.665  0.45
H33 1.215 2.472 -0.755  0.50
H34 1.854 4.864 -0.964  0.53
H35 3.862 5.493 -2.246  0.43
H36 5.286 3.753 -3.254  0.50
H37 4.703 1.374 -2.996  0.52
H38 2.740 1.036 -4.514  0.45
H39 2.519 -0.172 -6.639  0.48
H40 1.921 -2.567 -6.661  0.41
H41 1.637 -3.778 -4.529  0.49
H42 1.857 -2.580 -2.398  0.14


Molecular formula: C50H43AsCsN5O3STe
Method: DFT, wB97M-V/def2-TZVPD

- ΔE to the lowest compared entry with this formula, charge and spin (kJ/mol) = 0.00
- total charge = -2
- LUMO level (hartree) = 0.1283
- HOMO-LUMO gap (eV) = 6.104
- multiplicity = 1

Last column: Mulliken charge in e.
Geometry (Å):
Cs1 -0.872 -1.407 1.160  1.83
O1 -2.092 -7.191 2.241  -0.74
C1 -3.156 -6.799 1.528  0.37
C2 -4.316 -7.576 1.579  -0.66
C3 -5.445 -7.207 0.869  -0.27
C4 -5.439 -6.055 0.090  -0.72
C5 -4.287 -5.285 0.038  -0.48
C6 -3.139 -5.631 0.740  0.38
C7 -1.921 -4.748 0.605  0.45
O2 -1.981 -3.732 -0.133  -0.87
N1 -0.902 -5.148 1.348  -0.42
N2 0.312 -4.512 1.103  -0.32
C8 0.896 -3.941 2.086  -0.72
C9 0.456 -3.696 3.473  1.35
C10 -0.115 -4.669 4.289  -0.32
C11 -0.410 -4.417 5.621  -0.84
C12 -0.128 -3.153 6.141  -0.39
C13 0.420 -2.162 5.353  -0.86
C14 0.719 -2.379 3.980  -0.48
O3 1.165 -1.441 3.216  -0.50
H1 -1.399 -6.452 2.084  0.57
H2 -4.304 -8.468 2.194  0.38
H3 -6.336 -7.823 0.925  0.34
H4 -6.320 -5.763 -0.468  0.39
H5 -4.235 -4.385 -0.563  0.45
H6 1.850 -3.483 1.829  0.36
H7 -0.323 -5.645 3.869  0.28
H8 -0.853 -5.186 6.240  0.38
H9 -0.352 -2.941 7.182  0.35
H10 0.627 -1.176 5.756  0.37
C15 4.095 2.569 -2.998  -0.49
C16 4.982 1.637 -2.469  -0.64
C17 4.616 0.874 -1.371  0.07
C18 3.363 1.035 -0.782  -0.28
C19 2.480 1.964 -1.325  -0.52
C20 2.843 2.731 -2.427  -0.58
As1 2.699 -0.038 0.724  1.05
C21 4.086 0.382 2.041  0.02
C22 4.971 1.447 1.897  -0.46
C23 5.907 1.728 2.887  -0.67
C24 5.967 0.945 4.029  -0.45
C25 5.076 -0.109 4.186  -0.75
C26 4.134 -0.386 3.206  -0.13
C27 3.362 -1.771 0.112  0.54
C28 4.640 -2.271 0.341  -0.36
C29 4.995 -3.522 -0.144  -0.69
C30 4.074 -4.285 -0.851  -0.67
C31 2.793 -3.801 -1.068  -0.56
C32 2.444 -2.546 -0.589  -0.85
H11 4.379 3.158 -3.862  0.35
H12 5.957 1.499 -2.922  0.38
H13 5.305 0.137 -0.975  0.36
H14 1.491 2.073 -0.894  0.33
H15 2.139 3.443 -2.842  0.48
H16 4.939 2.063 1.008  0.39
H17 6.589 2.560 2.759  0.38
H18 6.698 1.161 4.800  0.35
H19 5.102 -0.716 5.083  0.43
H20 3.399 -1.169 3.355  0.23
H21 5.353 -1.695 0.922  0.41
H22 5.990 -3.910 0.045  0.37
H23 4.347 -5.271 -1.208  0.35
H24 2.046 -4.409 -1.560  0.42
H25 1.425 -2.196 -0.719  0.61
C33 -0.227 5.647 2.822  -1.51
C34 -0.336 4.289 2.188  1.16
C35 -0.907 4.122 0.933  -0.92
C36 -0.965 2.851 0.381  -0.19
N3 -0.489 1.764 0.988  0.43
C37 0.062 1.922 2.195  -0.57
C38 0.148 3.152 2.828  -1.08
H26 -0.996 6.319 2.443  0.38
H27 0.746 6.092 2.600  0.27
H28 -0.320 5.583 3.907  0.38
H29 -1.323 4.954 0.377  0.35
H30 -1.420 2.714 -0.595  0.27
H31 0.455 1.027 2.675  0.54
H32 0.599 3.217 3.811  0.42
N4 -3.470 2.909 -4.789  -0.02
C39 -2.607 1.968 -5.137  -0.22
S1 -2.225 1.642 -6.725  -0.42
C40 -2.012 1.197 -4.008  1.08
C41 -0.728 0.678 -4.098  -1.02
C42 -0.200 0.001 -3.013  -0.39
N5 -0.859 -0.193 -1.871  0.30
C43 -2.097 0.287 -1.801  -0.69
C44 -2.713 0.992 -2.826  -0.59
H33 -3.871 3.473 -5.522  0.21
H34 -3.606 3.236 -3.826  -0.10
H35 -0.154 0.812 -5.004  0.38
H36 0.811 -0.392 -3.055  0.45
H37 -2.617 0.142 -0.858  0.17
H38 -3.712 1.373 -2.667  0.58
Te1 -3.692 4.814 -1.707  -0.19
C45 -4.274 5.852 -3.461  -0.33
C46 -3.349 6.157 -4.465  -0.18
C47 -3.734 6.790 -5.639  -0.47
C48 -5.063 7.139 -5.848  -0.38
C49 -5.997 6.843 -4.864  -0.45
C50 -5.607 6.209 -3.691  -0.38
H39 -2.314 5.871 -4.326  0.32
H40 -2.992 6.999 -6.400  0.34
H41 -5.366 7.626 -6.767  0.36
H42 -7.039 7.103 -5.010  0.32
H43 -6.347 5.980 -2.933  0.32


| no. | electronic energy (eV) |
| --- | --- |
| 1 | -157515.7455 |
| 2 | -82651.6852 |
| 3 | -125955.4564 |
| 4 | -145659.3988 |